No. 1
Molecular formula: C18H18N6O3S
Method: DFT, ωB97M-V/def2-TZVPD

SMILES string	CCn1cc(Nc2nc3c(Oc4ccc(S(C)(=O)=O)cc4)cccn3n2)cn1
HOMO energy	-7.314	eV
HOMO-LUMO gap	7.666	eV

Element x y z (Å)
C (-4.41, 1.20, -0.10)
C (-3.33, 2.28, -0.03)
N (-2.52, 2.18, 1.17)
C (-1.42, 1.34, 1.37)
C (-0.95, 1.54, 2.65)
N (0.14, 0.93, 3.25)
C (1.01, -0.03, 2.71)
N (1.14, -0.66, 1.47)
C (2.21, -1.41, 1.63)
C (3.00, -2.28, 0.72)
O (2.76, -2.50, -0.63)
C (1.80, -1.70, -1.21)
C (0.51, -2.15, -1.45)
C (-0.42, -1.32, -2.11)
C (-0.07, -0.02, -2.51)
S (-1.33, 0.93, -3.40)
C (-1.05, 0.57, -5.13)
O (-1.15, 2.36, -3.18)
O (-2.67, 0.46, -3.05)
C (1.19, 0.47, -2.17)
C (2.13, -0.41, -1.60)
C (4.06, -2.98, 1.22)
C (4.45, -2.82, 2.63)
C (3.72, -1.96, 3.43)
N (2.64, -1.25, 2.93)
N (1.89, -0.38, 3.59)
C (-1.86, 2.53, 3.25)
N (-2.71, 2.95, 2.32)
H (-5.17, 1.41, -0.88)
H (-3.95, 0.25, -0.35)
H (-4.95, 1.17, 0.87)
H (-2.70, 2.21, -0.91)
H (-3.84, 3.25, -0.04)
H (-1.00, 0.64, 0.64)
H (0.40, 1.13, 4.24)
H (0.22, -3.13, -1.09)
H (-1.42, -1.73, -2.28)
H (-1.39, -0.44, -5.39)
H (-1.63, 1.27, -5.74)
H (-0.01, 0.68, -5.35)
H (1.49, 1.47, -2.46)
H (3.14, -0.07, -1.39)
H (4.62, -3.62, 0.56)
H (5.28, -3.37, 3.01)
H (3.98, -1.87, 4.48)
H (-1.85, 2.86, 4.29)

***

No. 2
Molecular formula: C18H19BN6Re
Method: DFT, ωB97M-V/def2-TZVPD

net charge	+2
multiplicity	4
HOMO energy (spin up / spin down)	-14.846 / -14.872	eV
HOMO-LUMO gap (spin up / spin down)	5.822 / 6.637	eV
expectation value of S²	3.92

Element x y z (Å)
H (0.32, -3.60, 0.00)
N (1.67, -1.86, 0.21)
B (3.54, -0.14, -0.40)
N (3.02, -1.59, -0.20)
C (3.52, -2.80, -0.43)
Re (0.68, -0.42, -0.58)
H (4.55, -2.88, -0.59)
C (2.55, -3.82, -0.35)
H (2.70, -4.88, -0.46)
C (1.35, -3.23, -0.02)
H (4.71, -0.13, -0.59)
C (-1.48, 2.64, 1.83)
H (-2.43, 2.88, 1.31)
H (-0.78, 1.99, 1.34)
H (-0.92, 3.54, 2.07)
N (3.27, 0.51, 1.01)
N (2.86, 0.83, -1.43)
N (1.99, 0.58, 1.47)
N (1.49, 1.12, -1.45)
C (4.14, 1.08, 1.87)
C (3.33, 1.45, -2.51)
H (5.17, 1.06, 1.58)
H (4.36, 1.43, -2.66)
C (3.40, 1.58, 2.94)
C (2.33, 2.06, -3.25)
C (2.06, 1.29, 2.65)
C (1.15, 1.86, -2.62)
H (3.86, 2.08, 3.77)
H (2.45, 2.62, -4.15)
H (1.20, 1.57, 3.25)
H (0.10, 2.08, -2.86)
H (-1.62, 2.26, 2.96)
C (-1.27, -0.64, -0.68)
C (-2.53, -0.82, -0.75)
C (-3.90, -0.92, -0.54)
C (-4.38, -0.82, 0.80)
C (-5.74, -0.78, 1.08)
C (-6.68, -0.85, 0.03)
C (-6.22, -0.97, -1.29)
C (-4.87, -1.02, -1.59)
H (-3.65, -0.77, 1.62)
H (-6.09, -0.67, 2.11)
H (-7.77, -0.79, 0.24)
H (-6.95, -1.02, -2.11)
H (-4.50, -1.10, -2.62)

***

No. 3
Molecular formula: C18H19BrN2O2
Method: DFT, ωB97M-V/def2-TZVPD

SMILES string	CCCCC(=O)Nc1cccc(NC(=O)c2ccccc2Br)c1
HOMO energy	-8.511	eV
HOMO-LUMO gap	8.943	eV

Element x y z (Å)
C (-5.81, -0.77, -1.75)
C (-4.39, -0.79, -1.20)
C (-4.36, -0.44, 0.29)
C (-2.94, -0.46, 0.85)
C (-2.13, 0.73, 0.37)
O (-2.61, 1.71, -0.15)
N (-0.79, 0.57, 0.63)
C (0.26, 1.46, 0.38)
C (0.10, 2.67, -0.28)
C (1.19, 3.49, -0.47)
C (2.45, 3.12, -0.03)
C (2.63, 1.90, 0.61)
N (3.91, 1.55, 1.04)
C (4.51, 0.33, 1.10)
O (5.62, 0.19, 1.57)
C (3.75, -0.84, 0.55)
C (3.44, -1.90, 1.39)
C (2.77, -3.02, 0.92)
C (2.42, -3.09, -0.42)
C (2.74, -2.06, -1.28)
C (3.41, -0.95, -0.80)
Br (3.89, 0.42, -2.03)
C (1.53, 1.08, 0.84)
H (-6.43, -1.49, -1.22)
H (-6.25, 0.22, -1.62)
H (-5.81, -1.01, -2.81)
H (-3.95, -1.78, -1.35)
H (-3.78, -0.06, -1.74)
H (-4.98, -1.16, 0.84)
H (-4.78, 0.55, 0.44)
H (-2.98, -0.41, 1.95)
H (-2.43, -1.39, 0.58)
H (-0.52, -0.28, 1.10)
H (-0.88, 2.96, -0.63)
H (1.06, 4.44, -0.97)
H (3.30, 3.77, -0.20)
H (4.53, 2.32, 1.26)
H (3.74, -1.84, 2.43)
H (2.54, -3.83, 1.59)
H (1.89, -3.96, -0.80)
H (2.49, -2.12, -2.33)
H (1.64, 0.15, 1.37)

***

We obtain strongest force on any atom values of 3.0 4.8 0.6 eV Å⁻¹ for the records listed above, in that order.